7 unconnected molecules or ions with the total composition C54H54F6N3O19P2S at a distorted geometry, computed with ωB97M-V/def2-TZVPD.

Its HOMO energy is -11.42 eV. The total charge is +1. The multiplicity is 1.

The geometry in XYZ format:
```
139
Properties=species:S:1:pos:R:3:forces:R:3:lowdin_charge:R:1
C 3.3296 -2.5063 -5.7476 0.6446 6.8680 5.9551 0.147
C 3.4728 -1.3421 -4.9360 1.7224 -8.1102 -5.5296 -0.066
C 4.2100 -0.0601 -4.1505 -5.8417 -2.4286 -1.4044 -0.259
N 3.3941 1.0752 -4.7238 0.8547 -1.1559 -1.5982 -0.028
C 3.7981 1.4857 -6.1182 0.0421 2.3584 -0.8957 -0.260
C 2.4536 1.6707 -7.0925 1.4203 -0.3942 0.5799 -0.085
N 5.7521 0.0058 -4.2284 0.2330 1.5345 -0.9885 -0.023
C 6.4364 -0.8836 -5.2413 1.1945 -2.2000 -1.4769 -0.016
C 6.6628 -2.4413 -4.8084 5.0095 -6.0769 -3.7272 -0.156
O 7.5387 -3.1573 -5.5675 -6.7683 5.6272 5.7065 0.043
F 5.9939 -3.1832 -3.7190 1.6528 3.2521 -3.2975 0.000
C 6.2694 0.1353 -2.8149 -0.2558 0.8842 1.6340 -0.398
P 6.4706 2.0542 -2.5206 -2.1237 3.5057 1.4579 0.802
N 5.1984 2.9143 -3.0214 1.6937 -0.6418 1.3676 -0.256
S 7.9431 -0.4605 -2.2849 1.6583 -5.8039 8.7274 0.878
O 7.9972 -1.9801 -1.8590 -0.5564 5.6844 -3.3929 -0.281
O 8.3569 0.3202 -0.9759 -1.8424 -1.1239 -5.8735 -0.328
C 9.3532 -0.2039 -3.4799 3.4011 0.1080 -3.5213 -0.246
F 9.2561 0.9900 -4.3471 -0.2269 -3.4184 2.4238 -0.006
F 9.6231 -1.3715 -4.3848 -1.5183 3.8918 3.0613 0.023
C 10.7657 -0.0137 -2.6042 3.5607 -0.2071 0.1253 -0.159
F 10.9397 1.3770 -2.1124 -0.8769 -5.2708 -1.4910 0.055
F 11.8767 -0.2328 -3.6048 -3.9528 0.8725 3.5105 0.037
F 10.9500 -1.0638 -1.5700 -0.8963 4.2919 -3.6975 0.067
C 5.0165 -0.1561 -1.7443 0.0828 1.0669 3.1354 -0.183
O 5.3285 -1.0266 -0.6078 -0.6338 1.2427 -1.6983 -0.159
C 4.7841 -0.5396 0.6639 -0.2307 -0.4229 2.5831 -0.176
C 5.6763 0.5870 1.4434 -0.7039 1.6006 0.1522 -0.183
C 4.8161 2.0210 1.4386 -0.0384 0.2033 -0.0297 -0.140
C 3.6298 -0.3316 -2.5985 2.8278 2.8090 -0.9908 -0.336
O 2.9345 0.9231 -2.3496 -0.8554 -2.8370 1.0179 -0.175
C 1.8078 0.8484 -1.4349 -1.9713 1.1661 1.5732 -0.126
C 0.3254 0.6698 -2.1221 -2.2014 -0.3155 1.0277 -0.329
C -0.5667 2.0509 -2.1957 0.1072 -0.4477 -1.0574 -0.069
O 0.3194 0.0799 -3.4643 0.0859 -0.7018 0.6755 -0.136
P 2.8206 -2.0278 -2.3193 -1.9609 -3.6524 5.6369 0.887
O 2.6087 -2.4186 -0.7687 0.8372 2.0966 -4.6802 -0.486
H 2.9968 -3.6045 -6.0585 0.6705 3.0151 0.7047 0.102
H 2.4294 0.6480 -4.8748 1.4062 0.6544 0.9521 0.114
H 4.6159 0.8268 -6.6269 -1.5888 0.8270 0.7192 0.098
H 4.2584 2.5829 -6.0252 -0.7499 -2.3849 -0.1691 0.126
H 2.0228 0.5917 -7.2640 0.6402 2.2512 0.0633 0.082
H 1.6768 2.3599 -6.5422 1.5953 -1.3979 -1.1590 0.099
H 2.8666 2.1799 -8.0810 -1.2495 -1.2143 2.0381 0.099
H 6.0380 0.9627 -4.6030 -1.3974 -0.9510 -0.0997 0.161
H 5.8625 -0.9217 -6.2890 0.8271 0.1434 2.6839 0.174
H 7.5116 -0.4555 -5.5367 -2.2720 -0.9734 1.0803 0.172
H 7.6432 2.5849 -3.1658 -0.1770 -1.1879 0.1898 0.045
H 6.5857 2.2342 -1.0660 0.5853 -0.8087 -1.3664 0.060
H 4.8215 3.3685 -2.1388 0.0429 -0.8988 -1.5111 0.015
H 4.8355 0.8897 -1.1978 0.2938 -1.9342 -1.6745 0.121
H 4.7417 -1.4878 1.3887 0.0969 1.9292 -2.0584 0.163
H 3.6848 -0.1336 0.6173 2.0710 -0.9303 -0.4235 0.116
H 6.7318 0.8027 0.9941 -1.9514 -0.7364 0.6529 0.095
H 5.8222 0.3231 2.5784 -0.2889 0.2134 -2.3490 0.122
H 3.7235 1.8725 1.8964 2.4981 0.2895 -0.9228 0.097
H 5.3780 2.8790 2.0304 -1.2067 -1.8937 -1.1305 0.088
H 4.6549 2.4359 0.3401 0.3079 -0.8886 2.0334 0.048
H 1.7627 1.9071 -0.8802 0.2592 -2.2514 -1.3550 0.159
H 1.8768 0.0620 -0.5734 0.3586 1.1263 -1.8527 0.118
H -0.2926 -0.0771 -1.4263 1.4802 1.6612 -1.2166 0.164
H -0.9336 2.4450 -1.1531 1.0590 -0.8008 -2.2023 0.071
H -1.5216 1.7835 -2.8607 2.0398 0.5643 1.5900 0.099
H 0.0435 2.8342 -2.8246 -1.1525 -1.2977 1.3933 0.093
H -0.2903 -0.7180 -3.5308 1.0643 1.4862 0.4180 0.084
H 3.5934 -3.1620 -2.8470 -0.2023 1.6972 -0.1090 0.048
H 1.4956 -2.1801 -2.9187 1.3734 0.7780 -0.1918 0.039
C -1.1666 -3.5997 -6.4121 -0.0482 -0.1165 -0.3604 0.019
C -1.3522 -4.6281 -7.2453 0.0489 0.5115 0.0364 0.030
C -1.3200 -6.0221 -6.7608 -0.1964 -0.9423 -0.6963 -0.377
O -1.4878 -6.9641 -7.5231 0.1637 0.8117 0.6266 0.121
C -1.0765 -6.2355 -5.3203 0.1034 0.1510 0.4493 0.032
C -0.8909 -5.2072 -4.4870 0.0074 -0.3576 -0.0276 0.025
C -0.9231 -3.8131 -4.9716 -0.0135 0.3050 0.2655 -0.379
O -0.7553 -2.8712 -4.2093 0.0937 -0.2009 -0.2067 0.065
H -1.1864 -2.5712 -6.7512 -0.0179 -0.0012 0.0296 0.122
H -1.5327 -4.4880 -8.3044 -0.0079 -0.0404 0.0309 0.128
H -1.0567 -7.2640 -4.9811 -0.0159 0.0181 -0.0366 0.129
H -0.7104 -5.3472 -3.4280 -0.0244 0.0307 -0.0137 0.126
C -3.5369 2.4831 1.9294 -0.0174 0.1721 -0.0893 0.024
C -4.6975 3.1026 2.1652 0.2358 -0.0435 -0.1515 -0.002
C -5.6786 3.3283 1.0855 -0.6159 0.3822 0.1180 -0.386
O -6.7402 3.8970 1.3001 0.6556 -0.3164 -0.1298 0.103
C -5.3284 2.8417 -0.2637 0.3107 -0.3085 -0.3544 0.024
C -4.1678 2.2222 -0.4995 -0.4463 0.0968 -0.1297 0.016
C -3.1867 1.9965 0.5802 0.2703 -0.0984 -0.0678 -0.371
O -2.1251 1.4278 0.3656 -0.4599 0.1297 0.2076 0.060
H -2.8059 2.3102 2.7098 -0.1117 0.0225 -0.2713 0.110
H -4.9693 3.4647 3.1495 0.0025 -0.0164 -0.2350 0.114
H -6.0594 3.0146 -1.0441 0.0088 0.0275 0.0355 0.126
H -3.8960 1.8601 -1.4838 0.0061 0.0204 0.0271 0.116
C -5.4996 0.9759 5.2200 -0.2101 -0.1766 0.1955 0.040
C -6.2020 0.4570 6.2317 -0.0211 0.0660 -0.3236 0.036
C -5.8937 0.8005 7.6339 -0.4269 -0.3379 0.6141 -0.364
O -6.5349 0.3245 8.5607 0.4359 0.2957 -0.6111 0.105
C -4.7808 1.7404 7.8745 0.3795 0.3061 -0.0924 0.030
C -4.0784 2.2593 6.8628 -0.1015 -0.0378 0.4432 0.029
C -4.3867 1.9158 5.4606 0.2458 0.0751 -0.2770 -0.350
O -3.7456 2.3918 4.5338 -0.1885 -0.3172 1.4176 0.034
H -5.7122 0.7339 4.1858 -0.0169 -0.0014 -0.0011 0.121
H -7.0217 -0.2332 6.0716 0.1391 0.1037 0.0448 0.091
H -4.5683 1.9824 8.9087 -0.0182 -0.0185 -0.0127 0.125
H -3.2587 2.9495 7.0229 -0.0201 -0.0167 -0.0308 0.123
C -7.2025 -3.0463 8.7482 -0.3473 0.0297 0.1871 0.029
C -7.8571 -3.5182 9.8137 0.0563 0.2769 -0.3693 0.034
C -7.3247 -4.6472 10.6017 -0.5733 -0.2998 0.8379 -0.379
O -7.9241 -5.0810 11.5759 0.4759 0.2989 -0.7320 0.110
C -6.0409 -5.2333 10.1678 0.4144 -0.0355 -0.3166 0.028
C -5.3864 -4.7615 9.1023 -0.0127 -0.2740 0.3139 0.025
C -5.9187 -3.6324 8.3143 0.1565 0.2103 -0.2244 -0.364
O -5.3193 -3.1987 7.3401 -0.0973 -0.1723 0.6332 0.059
H -7.5794 -2.2194 8.1589 0.0547 0.0171 0.0224 0.114
H -8.7994 -3.0986 10.1451 0.0402 -0.0336 0.0082 0.127
H -5.6640 -6.0603 10.7571 -0.0371 0.0230 0.0050 0.125
H -4.4440 -5.1811 8.7709 -0.0218 0.0313 -0.0059 0.122
C -6.9793 -3.3277 1.7404 -0.3070 0.3972 0.0766 0.023
C -7.5369 -2.4466 2.5764 0.0147 -0.0967 -0.4364 0.025
C -7.1986 -2.4338 4.0132 -0.1820 0.2450 0.3412 -0.358
O -7.7100 -1.6289 4.7795 0.0910 -0.5212 -0.5464 0.072
C -6.2195 -3.4308 4.4899 0.1946 -0.3485 -0.0499 0.037
C -5.6618 -4.3119 3.6538 -0.1112 0.2223 0.3016 0.033
C -6.0002 -4.3247 2.2170 0.4697 -0.6823 -0.4806 -0.384
O -5.4888 -5.1296 1.4507 -0.3505 0.5564 0.4444 0.099
H -7.2169 -3.3512 0.6839 0.0163 -0.0281 0.0219 0.123
H -8.2562 -1.7085 2.2421 0.0009 -0.0120 0.0276 0.123
H -5.9818 -3.4073 5.5464 -0.0350 0.0723 -0.2115 0.079
H -4.9426 -5.0500 3.9882 -0.0222 0.0147 -0.0324 0.125
C -3.3763 6.3452 1.6768 -0.0331 0.2111 0.3915 0.027
C -2.9011 7.1565 2.6267 -0.3449 -0.3033 -0.1711 0.033
C -1.5884 7.8165 2.4840 0.3149 0.6246 0.7673 -0.381
O -1.1518 8.5577 3.3538 -0.2917 -0.5530 -0.6499 0.107
C -0.8224 7.5467 1.2510 0.0669 -0.2368 -0.4578 0.024
C -1.2976 6.7354 0.3012 0.3417 0.2738 0.1803 0.021
C -2.6103 6.0754 0.4438 -0.3066 -0.4465 -0.5078 -0.373
O -3.0470 5.3342 -0.4260 0.2609 0.3492 0.4932 0.096
H -4.3369 5.8526 1.7660 0.0071 0.0458 -0.0325 0.112
H -3.4512 7.3650 3.5365 0.0438 0.0188 -0.0243 0.127
H 0.1381 8.0393 1.1618 -0.0326 0.0140 0.0369 0.123
H -0.7475 6.5269 -0.6086 -0.0496 -0.0079 0.0067 0.120
```
Positions in Å, forces in eV/Å.